{"formula": "C6H11N", "method": "the ωB97M-V functional and the def2-TZVPD basis", "homo_lumo_gap_ev": 9.0125, "e_lumo_ev": 1.05, "smiles": "NC1[C@H]2CCC[C@H]12", "fmax_ev_per_a": 5.1, "e_above_lowest_kj_mol": 616.3, "homo_ev": -7.9632, "e_tot_ha": -289.7370, "elements": ["N", "C", "C", "C", "C", "C", "C", "H", "H", "H", "H", "H", "H", "H", "H", "H", "H", "H"], "xyz": [[2.86424, 0.04619, -0.27642], [1.64590, -0.33763, 0.41956], [0.43861, -0.75591, -0.17257], [-1.04864, -1.25874, -0.06968], [-1.98695, 0.07436, -0.03400], [-0.80235, 1.21284, -0.18621], [0.36111, 0.63298, 0.51498], [3.05574, 1.13384, 0.15521], [2.56966, -0.15383, -1.29652], [1.62689, -0.80683, 1.36017], [0.76416, -0.41845, -1.22345], [-1.02985, -1.99631, 0.81252], [-1.29118, -1.80586, -0.87391], [-2.62405, 0.11085, 1.00272], [-2.71309, 0.13634, -0.88554], [-0.76934, 1.84944, -1.19144], [-1.23603, 1.89584, 0.43296], [0.17516, 0.44089, 1.51162]]}